# 1
20
Properties=species:S:1:pos:R:3:lowdin_charge:R:1 method="wB97M-V/def2-TZVPD" spin_multiplicity=2 total_charge=+1 homo_ev="-13.2 / -13.7"
W 1.393 -1.656 0.166 0.496
S 4.903 -2.081 1.895 0.017
Sb 4.178 -0.906 0.183 0.664
S 2.527 -2.941 -1.118 0.113
S 1.142 -2.595 2.003 0.269
F -3.145 -2.041 -1.516 0.195
C -2.762 -0.789 -1.650 -0.694
F -3.775 0.033 -1.490 0.200
F -2.179 -0.598 -2.815 0.191
S -1.529 -0.451 -0.302 0.711
O -0.406 -1.392 -0.716 -0.511
O -2.091 -0.752 0.965 -0.201
N -1.084 1.008 -0.609 -0.261
S 0.333 1.556 -0.257 0.696
O 1.224 0.444 0.246 -0.571
O 0.895 2.380 -1.256 -0.181
C 0.125 2.536 1.304 -0.689
F -0.637 3.574 1.048 0.199
F 1.323 2.919 1.708 0.183
F -0.436 1.753 2.209 0.175

# 2
79
Properties=species:S:1:pos:R:3:lowdin_charge:R:1 method="wB97M-V/def2-TZVPD" total_charge=-1 homo_ev=-4.2
C -0.094 -2.692 2.020 -0.117
C 0.868 -1.692 1.382 -0.265
C 2.154 -2.305 0.827 -0.212
C 3.061 -2.979 1.853 -0.302
C 3.702 -1.952 2.813 -0.059
C 4.197 -3.817 1.189 -0.718
O 4.531 -3.453 0.036 -0.084
O 4.622 -4.782 1.858 -0.071
H -0.975 -2.186 2.425 0.058
H -0.443 -3.426 1.287 0.069
H 0.372 -3.241 2.842 0.062
H 1.101 -0.898 2.101 0.093
H 0.339 -1.203 0.552 0.092
H 2.739 -1.528 0.323 0.107
H 1.892 -3.032 0.049 0.114
H 2.478 -3.694 2.443 0.114
H 4.779 -1.888 2.643 0.076
H 3.557 -2.223 3.861 0.066
H 3.281 -0.950 2.670 0.056
C -5.963 -3.779 -0.051 -0.065
C -5.245 -4.501 1.068 -0.207
O -4.542 -3.587 1.927 0.040
C -5.288 -2.937 2.812 -0.614
O -6.479 -3.052 2.966 0.113
O -4.493 -2.125 3.507 0.006
C -5.164 -1.294 4.456 -0.040
H -5.262 -3.163 -0.615 0.082
H -6.405 -4.508 -0.731 0.078
H -6.757 -3.146 0.340 0.074
H -4.462 -5.148 0.679 0.124
H -5.932 -5.096 1.669 0.121
H -5.779 -1.892 5.125 0.093
H -5.790 -0.564 3.945 0.097
H -4.376 -0.793 5.008 0.094
C 2.543 3.882 -0.053 -0.061
C 3.742 3.568 0.811 -0.198
O 3.656 4.216 2.101 0.032
C 2.851 3.618 2.977 -0.614
O 2.230 2.604 2.800 0.126
O 2.846 4.341 4.104 -0.003
C 2.035 3.785 5.143 -0.045
H 2.419 4.960 -0.161 0.078
H 2.679 3.443 -1.042 0.079
H 1.637 3.460 0.380 0.076
H 4.658 3.964 0.380 0.121
H 3.855 2.495 0.959 0.126
H 2.329 2.758 5.351 0.097
H 0.984 3.805 4.859 0.095
H 2.205 4.414 6.012 0.089
C 3.433 -2.315 -2.679 -0.064
C 4.308 -1.407 -3.499 -0.189
O 3.604 -0.840 -4.642 0.034
C 2.819 0.188 -4.371 -0.621
O 2.698 0.758 -3.316 0.111
O 2.140 0.510 -5.485 -0.006
C 1.238 1.603 -5.308 -0.043
H 3.019 -3.110 -3.304 0.083
H 4.020 -2.763 -1.871 0.056
H 2.613 -1.761 -2.221 0.069
H 5.134 -1.951 -3.953 0.120
H 4.707 -0.587 -2.903 0.121
H 1.766 2.496 -4.978 0.095
H 0.473 1.354 -4.575 0.073
H 0.779 1.769 -6.278 0.093
C -3.264 5.083 -1.760 -0.065
C -3.667 4.562 -3.121 -0.215
O -2.741 3.574 -3.605 0.032
C -2.896 2.352 -3.090 -0.613
O -3.756 2.015 -2.318 0.122
O -1.925 1.577 -3.564 -0.007
C -1.911 0.240 -3.042 -0.021
H -2.246 5.472 -1.787 0.081
H -3.935 5.889 -1.463 0.078
H -3.320 4.294 -1.011 0.078
H -3.630 5.350 -3.872 0.120
H -4.668 4.133 -3.105 0.120
H -2.878 -0.236 -3.187 0.095
H -1.662 0.251 -1.983 0.102
H -1.140 -0.282 -3.600 0.090

# 3
70
Properties=species:S:1:pos:R:3:lowdin_charge:R:1 method="wB97M-V/def2-TZVPD" total_charge=-1 homo_ev=-4.5
Ti -0.674 0.695 0.232 0.685
O -0.290 3.206 -3.451 0.034
C -0.449 3.632 -2.218 -0.584
O 0.319 4.296 -1.561 0.073
C -1.831 3.307 -1.703 -0.178
C -2.928 3.867 -2.344 0.015
C -4.186 3.687 -1.797 -0.031
C -4.307 2.967 -0.620 0.015
C -3.165 2.425 -0.063 -0.173
N -1.949 2.570 -0.601 0.117
C -3.212 1.645 1.240 -0.586
O -4.278 1.476 1.800 0.074
O -2.044 1.264 1.638 -0.136
H 0.672 3.162 -3.741 -0.066
H -2.777 4.430 -3.254 0.127
H -5.058 4.112 -2.278 0.110
H -5.250 2.801 -0.118 0.121
C -1.447 -3.303 4.590 -0.106
C -0.497 -2.891 3.471 -0.289
C -1.123 -3.142 2.108 -0.333
S -0.276 -2.353 0.731 1.037
O -0.084 -0.929 1.260 -0.596
C 1.357 -3.076 0.839 -0.332
C 2.216 -2.626 -0.338 -0.318
C 3.539 -3.378 -0.350 -0.119
H -0.994 -3.128 5.566 0.072
H -1.707 -4.362 4.526 0.073
H -2.372 -2.725 4.543 0.079
H 0.441 -3.443 3.558 0.105
H -0.258 -1.830 3.554 0.113
H -2.127 -2.711 2.057 0.103
H -1.200 -4.204 1.860 0.102
H 1.196 -4.160 0.828 0.106
H 1.787 -2.778 1.797 0.102
H 2.389 -1.549 -0.274 0.049
H 1.688 -2.790 -1.282 0.090
H 4.085 -3.238 0.587 0.069
H 4.160 -3.004 -1.162 0.027
H 3.380 -4.451 -0.493 0.072
Se 4.569 -0.226 -2.294 -0.130
Sb 2.577 0.257 -3.538 -0.209
Se 1.001 1.005 -1.279 0.348
Se 2.538 2.386 -4.683 -0.060
Se 1.284 -1.564 -4.400 -0.177
C -2.950 -2.006 -1.953 -0.050
C -1.907 -0.904 -2.020 -0.516
C -2.254 0.144 -3.059 -0.047
O -1.811 -0.300 -0.730 -0.350
H -3.020 -2.513 -2.917 0.083
H -3.927 -1.587 -1.704 0.083
H -2.687 -2.745 -1.193 0.057
H -0.927 -1.325 -2.269 0.075
H -3.198 0.636 -2.802 0.083
H -2.351 -0.328 -4.038 0.087
H -1.461 0.888 -3.133 0.050
C 4.598 -0.257 1.809 -0.104
C 4.478 1.213 1.440 -0.249
C 3.075 1.718 1.547 -0.613
N 2.060 1.005 1.869 0.014
N 0.870 1.697 1.792 -0.095
C 1.040 2.958 1.489 -0.748
N 0.021 3.863 1.422 0.111
S 2.677 3.379 1.185 1.112
H 5.638 -0.575 1.739 0.076
H 4.011 -0.861 1.120 0.041
H 4.236 -0.442 2.822 0.074
H 4.797 1.359 0.403 0.074
H 5.129 1.829 2.067 0.107
H -0.872 3.423 1.608 0.078
H 0.019 4.401 0.560 0.072

# 4
26
Properties=species:S:1:pos:R:3:lowdin_charge:R:1 method="wB97M-V/def2-TZVPD" total_charge=-1 homo_ev=-2.5
C -0.456 -1.912 2.063 -0.088
C -1.259 -0.886 1.632 -0.148
C -0.577 0.388 1.815 -0.169
H -2.221 -1.000 1.119 0.097
C 0.688 0.147 2.321 -0.076
C 0.862 -1.379 2.486 -0.367
H 0.975 -1.648 3.544 0.151
H -0.697 -2.959 2.164 0.103
H -1.054 1.355 1.637 0.106
H 1.491 0.841 2.578 0.104
In 0.827 0.475 -0.843 0.421
Cl -0.516 -1.398 -1.247 -0.006
C 0.071 1.189 -3.182 -0.315
C 0.668 2.290 -2.449 -0.384
C -0.401 2.970 -1.775 -0.232
H 1.678 2.667 -2.592 0.073
C -1.603 2.302 -2.070 -0.195
C -1.326 1.222 -2.934 -0.239
H -2.066 0.571 -3.397 0.078
H 0.577 0.573 -3.920 0.082
H -0.306 3.914 -1.238 0.074
H -2.599 2.616 -1.756 0.074
O 2.115 -3.618 0.404 0.133
N 1.781 -3.196 1.488 -0.347
O 1.379 -3.793 2.471 0.068
O 1.969 -1.730 1.683 0.003

# 5
54
Properties=species:S:1:pos:R:3:lowdin_charge:R:1 method="wB97M-V/def2-TZVPD" total_charge=0 homo_ev="-6.5 / -4.9"
O 2.975 2.380 -1.633 -0.203
H 3.473 3.053 -2.154 0.075
Sn 0.330 0.501 -0.751 1.213
N 0.880 2.054 0.747 -0.225
N 1.786 -0.337 0.829 -0.166
N -1.355 0.324 -2.167 -0.094
N -0.114 -1.664 -1.164 -0.083
O 0.122 3.017 0.934 -0.071
O -2.134 1.388 -2.639 -0.032
O 0.377 -2.709 -0.447 -0.075
O 2.012 -1.589 1.102 -0.171
C 2.462 0.563 1.593 -0.256
C 2.026 1.900 1.475 -0.264
C -1.766 -0.852 -2.607 -0.276
C -1.119 -1.979 -2.009 -0.266
C 2.658 3.103 2.043 -0.024
H 3.196 3.651 1.254 0.096
H 3.378 2.840 2.823 0.066
H 1.891 3.766 2.461 0.080
C 3.484 0.061 2.537 -0.021
H 4.246 -0.520 2.001 0.096
H 3.032 -0.593 3.297 0.089
H 3.979 0.891 3.054 0.070
C -2.923 -0.870 -3.522 -0.012
C -1.612 -3.365 -2.181 -0.020
H -2.874 -0.026 -4.217 0.092
H -3.861 -0.788 -2.954 0.103
H -2.947 -1.808 -4.084 0.085
H -1.024 -4.071 -1.589 0.081
H -1.559 -3.653 -3.240 0.092
H -2.669 -3.441 -1.882 0.091
H -1.697 2.180 -2.270 0.097
H 1.108 -2.279 0.180 0.032
C 2.578 0.312 -2.014 -0.132
H 3.424 0.892 -1.717 -0.028
H 2.189 0.501 -3.027 -0.009
H 2.673 -0.783 -1.852 -0.025
O 0.372 2.249 -1.762 -0.372
H 1.973 2.532 -1.688 0.008
H 0.298 2.086 -2.689 -0.002
C -3.458 -0.791 1.146 -0.149
P -1.854 -0.426 1.817 0.616
C -1.930 0.652 3.226 -0.148
C -1.049 -1.946 2.278 -0.149
O -1.112 0.365 0.740 -0.407
H -4.038 -1.347 1.894 0.064
H -3.353 -1.399 0.235 0.059
H -3.970 0.150 0.899 0.074
H -2.435 0.130 4.050 0.062
H -0.911 0.929 3.530 0.075
H -2.484 1.561 2.957 0.075
H -1.020 -2.652 1.440 0.057
H -0.022 -1.764 2.617 0.064
H -1.634 -2.379 3.104 0.068

# 6
91
Properties=species:S:1:pos:R:3:lowdin_charge:R:1 method="wB97M-V/def2-TZVPD" spin_multiplicity=3 total_charge=+1 homo_ev="-10.5 / -10.5"
Ni -0.085 0.937 -0.370 0.656
O -0.295 4.532 -2.109 0.165
C -0.309 3.330 -1.545 -0.863
O -0.109 2.318 -2.160 -0.008
O -0.416 3.029 -0.348 -0.028
H -0.248 4.062 -2.945 0.108
C 0.445 -3.696 -2.310 -0.070
O -0.164 -2.607 -3.049 -0.214
P 0.593 -1.183 -3.162 0.518
O 0.711 -0.474 -1.852 -0.241
O 2.012 -1.557 -3.916 -0.243
C 2.774 -0.554 -4.589 -0.089
O -0.167 -0.313 -4.282 -0.215
C -0.337 -0.813 -5.621 -0.086
H 1.392 -3.469 -1.821 0.077
H 0.643 -4.623 -2.850 0.095
H -0.274 -3.978 -1.541 0.084
H 2.900 -0.772 -5.649 0.092
H 3.809 -0.618 -4.251 0.088
H 2.349 0.431 -4.397 0.098
H -1.384 -1.028 -5.833 0.087
H 0.258 -1.698 -5.846 0.093
H -0.172 -0.121 -6.447 0.095
C 1.248 3.134 3.512 -0.102
O -0.160 3.003 3.579 -0.205
P -0.755 1.543 3.129 0.643
O -0.574 1.286 1.665 -0.243
O -0.055 0.473 4.219 -0.239
C -0.299 0.686 5.609 -0.095
O -2.371 1.683 3.551 -0.222
C -3.325 2.326 2.793 -0.128
H 1.775 2.257 3.137 0.071
H 1.553 3.376 4.530 0.097
H 1.540 3.929 2.826 0.089
H 0.308 1.391 6.177 0.090
H -0.101 -0.260 6.112 0.096
H -1.325 1.007 5.791 0.087
H -3.645 3.205 3.352 0.100
H -4.217 1.818 2.425 0.079
H -2.848 2.633 1.862 0.087
C 3.535 3.734 0.095 -0.081
O 4.194 2.504 -0.198 -0.215
P 3.340 1.110 0.079 0.579
O 1.859 1.181 -0.059 -0.223
O 4.180 -0.042 -0.678 -0.209
C 3.747 -1.439 -0.602 -0.049
O 3.701 0.782 1.637 -0.240
C 5.008 0.697 2.060 -0.127
H 2.639 3.605 0.702 0.071
H 3.378 4.356 -0.786 0.101
H 4.272 4.215 0.739 0.095
H 2.759 -1.588 -0.168 0.068
H 4.539 -1.995 -0.100 0.096
H 3.657 -1.809 -1.624 0.079
H 5.193 0.623 3.132 0.098
H 5.609 1.531 1.699 0.094
H 5.383 -0.240 1.648 0.085
C -3.239 -1.723 -2.803 -0.055
O -3.882 -1.138 -1.640 -0.223
P -3.500 0.306 -0.991 0.570
O -2.035 0.448 -0.734 -0.214
O -4.505 0.258 0.293 -0.235
C -5.839 0.013 0.169 -0.130
O -4.112 1.444 -1.987 -0.210
C -3.408 2.004 -3.074 -0.072
H -2.945 -2.729 -2.504 0.090
H -2.281 -1.261 -3.041 0.051
H -3.878 -1.799 -3.683 0.099
H -6.244 0.912 0.634 0.104
H -6.176 -0.865 0.720 0.099
H -6.103 -0.191 -0.868 0.094
H -4.121 2.294 -3.846 0.100
H -2.672 1.278 -3.420 0.081
H -2.906 2.892 -2.690 0.091
C 0.938 -4.746 1.526 -0.056
O 0.785 -3.457 0.851 -0.248
P -0.061 -2.215 1.483 0.475
O 0.042 -1.030 0.624 -0.230
O 0.475 -2.001 2.960 -0.200
C 1.807 -1.518 3.135 -0.092
O -1.558 -2.824 1.757 -0.193
C -2.696 -1.925 1.889 -0.069
H 0.324 -4.766 2.426 0.090
H 1.988 -4.970 1.713 0.090
H 0.647 -5.567 0.871 0.087
H 2.148 -1.716 4.151 0.103
H 1.905 -0.455 2.915 0.064
H 2.551 -1.949 2.466 0.083
H -2.391 -0.881 1.953 0.062
H -3.344 -2.049 2.756 0.099
H -3.379 -1.926 1.039 0.070

# 7
21
Properties=species:S:1:pos:R:3:lowdin_charge:R:1 method="wB97M-V/def2-TZVPD" total_charge=0 smiles=CCCCO.O.O homo_ev=-10.3
C 2.024 -0.118 -0.992 -0.129
C 0.555 -0.190 -0.621 -0.295
C -0.043 -1.588 -0.382 -0.203
C -1.577 -1.628 -0.053 -0.160
O -1.984 -3.027 0.469 -0.125
H 2.591 -0.635 -0.160 0.087
H 2.430 0.906 -1.026 0.053
H 2.338 -0.653 -1.969 0.101
H 0.382 0.337 0.309 0.082
H 0.052 0.253 -1.482 0.111
H 0.253 -2.234 -1.320 0.148
H 0.377 -2.152 0.346 0.059
H -2.263 -1.576 -0.908 0.107
H -1.761 -0.822 0.737 0.125
H -1.999 -3.046 1.426 0.052
O -0.842 2.073 2.243 -0.051
H -0.585 2.048 1.324 -0.030
H -1.699 2.471 2.224 0.026
O 0.178 3.115 -0.187 -0.067
H 1.065 2.856 -0.546 0.064
H 0.508 3.609 0.568 0.046

# 8
23
Properties=species:S:1:pos:R:3:lowdin_charge:R:1 method="wB97M-V/def2-TZVPD" total_charge=-1 homo_ev=-2.6
C 2.831 -0.101 -1.508 -0.187
N 1.503 0.008 -2.120 -0.163
C 1.021 1.463 -2.049 -0.593
O 1.882 2.370 -2.452 -0.325
H 3.462 0.750 -1.780 0.053
H 3.285 -1.047 -1.790 0.051
H 2.718 -0.115 -0.415 0.060
H 1.617 -0.185 -3.110 0.070
H 0.718 1.560 -0.970 0.070
H 0.067 1.401 -2.631 0.071
C -1.071 -0.352 0.710 -0.346
C -1.580 -0.833 2.057 -0.287
C -2.478 0.202 2.722 -0.136
N -0.163 -1.298 0.094 -0.007
H -0.536 0.597 0.841 0.101
H -1.934 -0.076 0.075 0.110
H -0.729 -1.055 2.701 0.099
H -2.109 -1.785 1.934 0.098
H -3.431 0.310 2.200 0.064
H -1.997 1.185 2.718 0.069
H -2.703 -0.020 3.766 0.057
H 0.310 -0.887 -0.725 0.021
H -0.685 -2.090 -0.269 0.053

# 9
74
Properties=species:S:1:pos:R:3:lowdin_charge:R:1 method="wB97M-V/def2-TZVPD" total_charge=+2 homo_ev=-13.3
Zr 0.368 0.134 -0.287 1.864
C -1.591 -0.801 1.093 -0.270
C -1.160 -1.802 0.155 -0.291
C 0.556 -1.448 1.689 -0.271
C -0.536 -0.592 2.040 -0.251
C 0.187 -2.181 0.508 -0.301
C -2.981 -0.291 1.245 -0.022
H -3.529 -0.288 0.294 0.081
H -2.974 0.732 1.643 0.091
H -3.551 -0.916 1.951 0.122
C -0.622 0.197 3.292 0.002
H -1.543 0.787 3.334 0.090
H 0.232 0.883 3.372 0.048
H -0.600 -0.463 4.174 0.119
C 1.745 -1.700 2.540 -0.003
H 1.453 -2.149 3.501 0.118
H 2.266 -0.761 2.761 0.037
H 2.451 -2.379 2.050 0.092
C 0.969 -3.299 -0.090 -0.012
H 0.839 -4.223 0.496 0.120
H 2.042 -3.065 -0.096 0.095
H 0.660 -3.520 -1.119 0.080
C -2.034 -2.557 -0.783 -0.008
H -2.313 -3.530 -0.345 0.121
H -1.535 -2.766 -1.736 0.078
H -2.967 -2.023 -0.992 0.080
C -0.452 2.126 -1.370 -0.139
C -1.539 1.257 -1.270 -0.177
C -2.063 0.420 -2.413 -0.136
C -1.009 -0.370 -3.228 -0.183
C 0.247 -0.815 -2.532 -0.188
C 1.406 -0.047 -2.429 -0.205
C 1.558 1.385 -2.862 -0.189
C 0.330 2.309 -2.647 -0.186
H -2.614 1.064 -3.121 0.148
H -0.726 0.261 -4.094 0.012
H -2.824 -0.279 -2.032 0.099
H -0.370 2.218 -3.512 0.014
H -0.333 2.905 -0.602 0.140
H -2.276 1.469 -0.492 0.116
H 0.703 3.342 -2.708 0.144
H 2.434 1.824 -2.353 0.104
H 2.360 -0.553 -2.244 0.146
H 1.816 1.430 -3.938 0.052
H -1.505 -1.251 -3.669 0.138
H 0.366 -1.901 -2.438 0.108
P -0.326 1.819 -5.611 0.802
C -0.587 3.576 -6.024 -0.256
C -1.511 0.976 -6.714 -0.257
P 1.954 -0.244 -5.697 0.841
C 1.312 1.408 -6.342 -0.533
C 1.197 -1.306 -6.995 -0.300
C 3.614 -0.191 -6.487 -0.294
H 0.235 4.189 -5.625 0.050
H -1.539 3.897 -5.574 0.052
H -0.640 3.681 -7.114 0.053
H -1.399 1.390 -7.727 0.058
H -2.523 1.191 -6.343 0.050
H -1.363 -0.112 -6.739 0.026
H 3.526 0.080 -7.546 0.054
H 4.051 -1.193 -6.404 0.045
H 4.257 0.529 -5.969 0.041
H 2.025 2.200 -6.056 0.059
H 1.228 1.385 -7.448 0.066
H 1.795 -2.222 -7.053 0.046
H 1.220 -0.800 -7.969 0.053
H 0.168 -1.577 -6.735 0.017
Cl 2.044 4.236 1.806 0.659
C 3.126 2.828 1.797 -1.485
Cl 4.819 3.304 1.848 0.692
Cl 2.760 1.776 3.201 0.659
C 2.802 2.111 0.446 -0.654
O 3.428 2.430 -0.553 0.083
O 1.782 1.249 0.480 -0.255